No. 1
The following is a DFT calculation (ωB97M-V with the def2-TZVPD basis set) of 11 unconnected molecules or ions with the total composition C18H37Cl20N2O in a non-equilibrium geometry.

Structure (ORCA input):
```
! RIJCOSX wB97M-V def2-TZVPD def2/J DEFGRID3
* xyz -1 1
C 1.200 4.006 -0.609
C 0.127 2.765 -0.700
C -0.831 2.801 0.671
N -1.888 3.875 0.376
C -3.272 3.429 0.795
C -4.016 4.802 1.352
C -4.014 5.977 0.173
N -4.993 6.078 -0.813
C -4.198 2.942 -0.467
C -4.163 1.332 -0.776
O -3.824 1.190 -2.229
H 0.707 5.044 -0.364
H 1.950 3.739 0.267
H 1.749 4.104 -1.653
H 0.684 1.728 -0.733
H -0.648 2.875 -1.601
H -0.213 3.015 1.644
H -1.321 1.728 0.742
H -1.647 4.665 1.043
H -5.142 4.532 1.578
H -3.445 5.240 2.285
H -3.170 6.813 0.136
H -5.688 5.286 -0.657
H -5.324 3.197 -0.169
H -3.991 3.602 -1.439
H -3.462 0.705 -0.077
H -5.262 0.881 -0.677
H -4.529 1.776 -2.676
C -1.811 -1.677 -2.161
Cl -1.679 -2.214 -0.482
Cl -0.278 -1.882 -3.017
H -2.581 -2.268 -2.664
H -2.088 -0.620 -2.176
C 0.609 -1.709 -6.608
Cl 0.528 -3.087 -7.711
Cl 2.082 -0.767 -6.873
H -0.259 -1.067 -6.776
H 0.603 -2.076 -5.578
C 0.715 -4.996 0.099
Cl 0.208 -6.503 -0.672
Cl 1.188 -5.269 1.781
H 1.567 -4.585 -0.448
H -0.116 -4.286 0.075
C 2.333 0.350 1.446
Cl 0.866 -0.420 0.828
Cl 2.176 0.730 3.165
H 3.177 -0.330 1.307
H 2.509 1.275 0.891
C 5.432 0.938 4.796
Cl 6.512 2.244 5.298
Cl 5.435 0.750 3.038
H 5.766 0.004 5.254
H 4.417 1.169 5.127
C 3.062 -7.863 3.945
Cl 4.594 -7.150 3.425
Cl 2.205 -6.787 5.056
H 2.436 -8.040 3.068
H 3.264 -8.810 4.452
C -4.467 -0.118 3.267
Cl -4.879 -1.041 1.817
Cl -2.989 0.822 3.024
H -5.288 0.565 3.500
H -4.315 -0.810 4.098
C 6.086 -6.948 7.192
Cl 5.403 -6.629 8.791
Cl 7.123 -8.380 7.217
H 5.271 -7.111 6.483
H 6.679 -6.085 6.880
C 3.926 -4.074 -7.890
Cl 4.358 -5.698 -7.344
Cl 4.665 -3.711 -9.454
H 2.839 -4.008 -7.986
H 4.276 -3.346 -7.154
C -2.657 6.739 -3.033
Cl -1.307 5.604 -2.910
Cl -3.076 7.049 -4.722
H -3.525 6.315 -2.522
H -2.373 7.682 -2.558
*
```

Energy relative to the best compared isomer or geometry (same formula, charge and spin) in kcal/mol: 72.81

No. 2
The following is a DFT calculation (ωB97M-V with the def2-TZVPD basis set) of 3 unconnected molecules or ions with the total composition C18H37Cl4N3O3 in a non-equilibrium geometry.

Structure (ORCA input):
```
! RIJCOSX wB97M-V def2-TZVPD def2/J DEFGRID3
* xyz 0 1
C -0.225 0.630 -2.424
C -1.707 0.104 -2.229
C -2.444 0.697 -0.976
C -1.703 0.496 0.392
C -1.482 -1.037 0.777
C -0.259 -1.039 1.797
C -0.207 -2.315 2.711
C 0.987 -2.123 3.740
N 0.580 -1.502 5.038
C 0.840 -0.089 5.037
N 2.143 0.396 5.097
C 2.460 1.048 6.400
C 4.021 1.091 6.675
O 4.683 1.163 5.413
C 5.995 1.710 5.530
C 7.063 0.537 5.680
N -0.212 0.682 4.937
C -0.113 2.165 4.885
O 0.671 2.707 4.106
O -0.842 2.848 5.659
H 0.161 1.219 -1.560
H 0.425 -0.270 -2.586
H -0.105 1.268 -3.335
H -1.771 -1.016 -2.284
H -2.277 0.471 -3.128
H -3.504 0.343 -0.948
H -2.501 1.812 -1.143
H -2.263 1.049 1.183
H -0.670 0.936 0.345
H -2.404 -1.339 1.339
H -1.284 -1.663 -0.122
H 0.669 -0.872 1.198
H -0.413 -0.138 2.442
H 0.111 -3.168 2.048
H -1.177 -2.582 3.195
H 1.513 -3.097 3.886
H 1.723 -1.444 3.226
H -0.424 -1.661 5.149
H 2.731 -0.447 5.058
H 2.155 2.128 6.310
H 1.882 0.647 7.272
H 4.353 0.234 7.315
H 4.193 2.058 7.221
H 6.269 2.281 4.603
H 6.130 2.412 6.390
H 6.619 -0.320 6.244
H 7.950 0.975 6.204
H 7.382 0.265 4.647
H -1.145 0.270 4.882
Cl -2.472 -1.805 -5.607
C -2.979 -0.688 -6.902
C -2.984 0.752 -6.442
Cl -4.265 1.071 -5.244
H -3.962 -1.000 -7.252
H -2.275 -0.812 -7.716
H -3.174 1.410 -7.289
H -2.030 1.034 -5.998
Cl -2.364 -1.117 -12.890
C -3.633 -1.678 -11.775
C -4.201 -0.551 -10.943
Cl -3.018 0.077 -9.765
H -3.211 -2.464 -11.150
H -4.422 -2.116 -12.387
H -5.056 -0.910 -10.369
H -4.531 0.280 -11.565
*
```

No. 3
The following is a DFT calculation (ωB97M-V with the def2-TZVPD basis set) of 5 unconnected molecules or ions with the total composition C18H37ClN6O4P in a non-equilibrium geometry.

Structure (ORCA input):
```
! RIJCOSX wB97M-V def2-TZVPD def2/J DEFGRID3
* xyz 1 1
C -1.628 1.274 -0.196
P 0.266 1.576 -0.210
C 0.992 -0.186 -0.132
N 0.685 2.493 1.303
N -0.327 2.927 2.051
C 0.002 3.660 3.192
C 1.365 4.049 3.808
C 2.553 3.525 2.910
C 2.014 2.783 1.683
Cl 3.304 2.171 0.518
H -1.799 0.165 -0.467
H -2.077 1.399 0.853
H -2.160 1.875 -1.001
H 1.268 -0.433 0.949
H 0.296 -0.968 -0.609
H 1.980 -0.131 -0.725
H -0.907 4.046 3.785
H 1.529 4.633 4.767
H 3.643 3.725 3.163
C 3.683 0.889 6.181
O 3.876 1.777 5.369
N 2.530 0.176 6.309
C 2.378 -0.869 7.302
C 1.420 0.471 5.425
H 4.460 0.585 6.900
H 2.161 -1.813 6.796
H 1.549 -0.611 7.966
H 3.287 -0.981 7.894
H 1.736 0.321 4.389
H 1.127 1.516 5.553
H 0.572 -0.177 5.646
C -1.420 1.016 -4.091
O -1.271 0.719 -2.915
N -0.634 1.875 -4.791
C -0.879 2.175 -6.188
C 0.485 2.511 -4.121
H -2.238 0.590 -4.693
H 0.000 1.891 -6.772
H -1.058 3.248 -6.295
H -1.747 1.629 -6.559
H 1.164 1.741 -3.748
H 0.112 3.091 -3.273
H 1.018 3.168 -4.808
C -3.227 -3.570 1.210
O -2.194 -2.972 1.451
N -4.279 -3.069 0.504
C -5.480 -3.844 0.257
C -4.194 -1.720 -0.015
H -3.393 -4.602 1.560
H -5.621 -3.948 -0.822
H -6.336 -3.321 0.689
H -5.403 -4.836 0.704
H -3.334 -1.650 -0.687
H -4.046 -1.026 0.817
H -5.104 -1.457 -0.555
C 2.892 -1.505 -4.145
O 3.082 -0.617 -4.955
N 1.740 -2.223 -4.021
C 1.588 -3.268 -3.028
C 0.632 -1.932 -4.909
H 3.668 -1.806 -3.423
H 1.377 -4.213 -3.535
H 0.756 -3.014 -2.367
H 2.497 -3.376 -2.434
H 0.953 -2.081 -5.943
H 0.336 -0.888 -4.780
H -0.216 -2.583 -4.691
*
```

| no. | gap between HOMO and LUMO (eV) |
| --- | --- |
| 1 | 3.7 |
| 2 | 8.4 |
| 3 | 6.5 |